No. 1
Molecular formula: C22H24O7
Method: DFT, ωB97M-V/def2-TZVPD

Cartesian coordinates (Å):
C1 3.633419 -1.081748 2.912372
O1 2.965239 0.201614 2.848629
C2 1.617818 0.239330 3.015924
C3 1.021128 1.524060 3.113523
C4 -0.268930 1.641411 3.563234
C5 -1.029294 0.485140 3.884185
C6 -2.265478 0.641453 4.615548
O2 -3.203198 -0.265788 4.491942
C7 -4.166442 -0.240913 3.426483
C8 -0.477055 -0.798492 3.636127
C9 0.822459 -0.922737 3.188319
H1 4.691095 -0.825410 2.845571
H2 3.420773 -1.597063 3.860981
H3 3.335306 -1.714423 2.064284
H4 1.639655 2.393813 2.897657
H5 -0.738132 2.616757 3.704415
H6 -2.533269 1.646097 4.967988
H7 -4.784094 -1.120368 3.598435
H8 -4.769754 0.673093 3.494816
H9 -3.653411 -0.305554 2.459381
H10 -1.082528 -1.684650 3.840531
H11 1.253888 -1.912760 3.035659
C10 -8.972137 1.716213 4.876343
O3 -8.218887 0.499525 5.090659
C11 -7.037339 0.569087 5.762914
C12 -6.410952 -0.656656 6.100489
C13 -5.156112 -0.662113 6.656322
C14 -4.415347 0.538596 6.869227
C15 -3.005146 0.507521 7.140797
C16 -2.271121 1.737347 7.432390
O4 -2.486823 2.815006 6.897167
O5 -1.217743 1.664354 8.331831
C17 -0.424282 0.456660 8.212037
C18 0.200250 0.363390 6.842564
C19 0.636593 0.484895 9.311280
O6 -1.300805 -0.669987 8.447042
C20 -2.367005 -0.748441 7.551576
O7 -2.692869 -1.856434 7.160916
C21 -5.118043 1.755857 6.648053
C22 -6.382846 1.782237 6.080376
H12 -9.907415 1.369941 4.435341
H13 -9.166566 2.236804 5.824916
H14 -8.444154 2.383457 4.181095
H15 -6.920849 -1.588995 5.861640
H16 -4.685053 -1.610002 6.889110
H17 -0.603116 0.382087 6.094892
H18 0.869075 1.213811 6.661357
H19 0.757023 -0.575666 6.734888
H20 0.162136 0.572445 10.291475
H21 1.226914 -0.435866 9.265943
H22 1.297676 1.341635 9.145203
H23 -4.619221 2.690423 6.879569
H24 -6.846652 2.743546 5.851114

Forces on atoms 1 to 6 (eV/Å):
-0.3 0.5 -0.1
-0.5 -0.4 -0.1
-0.2 -0.2 0.4
0.7 -0.5 -0.1
-0.4 -0.4 0.3
0.4 -0.3 0.4

The HOMO-LUMO gap is 5.2 eV. For the calculated total energy, the calculation gives -1379.29149 hartree.


No. 2
Molecular formula: C22H25As2N2OPdS
Method: DFT, ωB97M-V/def2-TZVPD

Cartesian coordinates (Å):
Pd1 0.514702 0.191966 0.328887
O1 0.789809 1.727401 1.705902
N1 -0.112998 2.730451 1.715033
C1 -0.205707 3.443000 2.857756
C2 -1.056237 4.512677 2.933755
C3 -1.823336 4.841146 1.817602
C4 -1.721651 4.088144 0.669413
C5 -0.842992 3.006001 0.619538
S1 -0.652186 2.023863 -0.802291
H1 0.432282 3.093021 3.654862
H2 -1.117828 5.074081 3.853781
H3 -2.504888 5.679947 1.851447
H4 -2.313635 4.313147 -0.206333
C6 3.842958 0.712991 0.955526
As1 2.560656 0.919546 -0.463527
C7 2.591078 2.762309 -0.992912
C8 3.117164 -0.165166 -1.943896
C9 4.173963 0.195824 -2.769920
C10 4.539633 -0.647597 -3.810334
C11 3.860170 -1.840095 -4.019734
C12 2.806712 -2.204238 -3.192014
C13 2.432632 -1.361234 -2.153479
As2 0.988737 -1.764797 -0.946347
C14 1.553795 -3.206933 0.203130
C15 -0.472457 -2.447126 -1.996316
H5 4.836233 0.928985 0.562595
H6 3.815185 -0.310913 1.321012
H7 3.587923 1.405060 1.754939
H8 3.629771 3.040735 -1.177740
H9 2.191586 3.363157 -0.180568
H10 1.996794 2.895070 -1.890821
H11 4.712342 1.124094 -2.622491
H12 5.356645 -0.371460 -4.462903
H13 4.150273 -2.488577 -4.835171
H14 2.286335 -3.137135 -3.372062
H15 1.885836 -4.042800 -0.411792
H16 0.710631 -3.512864 0.819676
H17 2.372613 -2.871227 0.834681
H18 -0.176713 -3.403957 -2.425714
H19 -0.705827 -1.740300 -2.789060
H20 -1.338494 -2.595078 -1.354849
N2 -1.300678 -0.602052 1.116852
C16 -2.369951 -1.003387 1.241173
C17 -3.699528 -1.487551 1.421378
C18 -4.000039 -2.204643 2.583625
C19 -5.289004 -2.673955 2.758959
C20 -6.254479 -2.427698 1.790432
C21 -5.946757 -1.714552 0.638172
C22 -4.663856 -1.236168 0.443175
H21 -3.239766 -2.386026 3.330860
H22 -5.540968 -3.231048 3.650338
H23 -7.261818 -2.794041 1.936736
H24 -6.708793 -1.528787 -0.105635
H25 -4.415890 -0.671191 -0.445330

Forces on atoms 1 to 6 (eV/Å):
-0.1 -0.2 0.5
-0.1 0.1 0.1
0.0 -0.1 0.0
0.0 0.0 0.0
0.1 0.0 0.0
0.0 0.1 0.0

The HOMO-LUMO gap (spin up / spin down) is 7.9 / 6.1 eV. As for the charge: +2. Its multiplicity is 2. The expectation value of S² is 0.76. For the calculated total energy, the calculation gives -6035.13359 hartree.


No. 3
Molecular formula: C22H25Cl2N5ORhS3
Method: DFT, ωB97M-V/def2-TZVPD

Cartesian coordinates (Å):
Rh1 -1.388834 -0.892523 -1.035937
C1 -1.727340 -1.150867 4.901278
C2 -1.501115 0.039058 3.956496
N1 -0.212834 -0.025682 3.226927
C3 0.922208 0.791273 3.764269
C4 0.741984 2.311674 3.485805
C5 -0.092895 -0.569059 1.981098
S1 -1.408712 -1.373482 1.221310
N2 1.110647 -0.582784 1.457578
C6 1.455093 -0.409217 0.222167
O1 0.687951 -0.232861 -0.781877
C7 2.911966 -0.223269 -0.033331
C8 3.346632 0.205810 -1.272584
C9 4.713606 0.281342 -1.592863
C10 5.646493 -0.116817 -0.613885
C11 5.231866 -0.527001 0.657924
C12 3.882057 -0.540738 0.943186
H1 -2.769649 -1.162971 5.170728
H2 -1.114192 -1.003941 5.787415
H3 -1.410820 -2.042084 4.390463
H4 -1.563750 0.973018 4.521650
H5 -2.336563 0.132193 3.257648
H6 1.857215 0.390576 3.265840
H7 0.974123 0.589936 4.841817
H8 0.689108 2.435833 2.414061
H9 1.514035 2.975723 3.872659
H10 -0.216046 2.679629 3.818752
H11 2.649894 0.498560 -2.019067
H12 4.948357 0.516636 -2.662580
H13 6.702123 -0.063948 -0.976667
H14 5.960150 -0.956385 1.361910
H15 3.561818 -0.908459 1.908535
Cl1 -0.711329 -1.090183 -3.334858
C13 -0.967629 -2.834120 -3.138588
C14 0.003761 -3.702824 -3.748312
C15 -0.237036 -5.047776 -3.793398
C16 -1.442508 -5.550660 -3.305805
C17 -2.417844 -4.710924 -2.726681
Cl2 -3.947241 -5.339419 -2.350504
C18 -2.120559 -3.362184 -2.567647
S2 -3.062748 -2.454579 -1.388290
H16 0.840407 -3.211499 -4.251620
H17 0.502774 -5.662416 -4.303306
H18 -1.760148 -6.559639 -3.555308
C19 -0.731465 5.469016 -1.835367
C20 -0.594943 4.292784 -0.878998
C21 -1.482288 3.157528 -1.169615
N3 -1.009306 1.956733 -1.171459
N4 -1.947276 0.972520 -1.205726
C22 -3.205823 1.439448 -1.382613
N5 -4.269700 0.612581 -1.564119
S3 -3.207026 3.184475 -1.310376
H19 -0.074495 6.346804 -1.637491
H20 -1.793344 5.694924 -1.904796
H21 -0.372605 5.121211 -2.821542
H22 -0.932906 4.671519 0.106058
H23 0.466226 3.939972 -0.857108
H24 -4.115977 -0.380462 -1.540054
H25 -5.173549 1.007999 -1.803202

Forces on atoms 1 to 6 (eV/Å):
1.0 -1.6 1.6
0.7 1.1 -0.4
-0.2 0.0 -0.1
-0.1 0.5 -0.9
0.6 -0.2 -0.2
-0.3 -0.9 -0.5

The HOMO-LUMO gap (spin up / spin down) is 7.8 / 5.5 eV. As for the charge: +1. Its multiplicity is 5. The expectation value of S² is 6.03. For the calculated total energy, the calculation gives -3427.54732 hartree.


No. 4
Molecular formula: C22H25F2N3O
Method: DFT, ωB97M-V/def2-TZVPD

Cartesian coordinates (Å):
C1 -3.448370 -2.688140 3.110148
C2 -3.841839 -2.296697 1.687079
O1 -2.757636 -1.910632 0.876414
C3 -1.898274 -2.958277 0.482360
C4 -0.948101 -2.417947 -0.580194
C5 -1.705754 -2.044057 -1.864191
N1 -0.930202 -1.394904 -2.897973
C6 -0.602011 0.002435 -2.677040
C7 0.458013 0.282701 -1.654122
C8 1.732944 -0.221914 -1.609828
N2 2.352182 0.328466 -0.528139
C9 3.641535 0.143937 -0.043352
C10 4.067354 0.939588 1.024590
C11 5.332076 0.817092 1.558814
C12 6.198755 -0.118454 1.020087
F1 7.437549 -0.247823 1.528036
C13 5.819779 -0.930756 -0.031636
C14 4.546036 -0.792297 -0.548976
F2 4.206647 -1.610618 -1.567995
N3 1.531597 1.177583 0.110432
C15 0.386291 1.164964 -0.538885
C16 -0.763585 1.979287 -0.131501
C17 -1.954886 1.355535 0.222676
C18 -3.056164 2.108928 0.588517
C19 -2.975059 3.489436 0.597618
C20 -1.788872 4.111644 0.247549
C21 -0.672061 3.375035 -0.117021
C22 0.604369 4.058970 -0.502232
H1 -2.844577 -1.901086 3.555194
H2 -2.879635 -3.614873 3.119091
H3 -4.344551 -2.827633 3.708331
H4 -4.491665 -1.417780 1.714152
H5 -4.389426 -3.124863 1.210219
H6 -2.489641 -3.794624 0.076489
H7 -1.320867 -3.329877 1.341512
H8 -0.188102 -3.171328 -0.800542
H9 -0.452550 -1.536267 -0.172699
H10 -2.124947 -2.956717 -2.302688
H11 -2.535172 -1.382285 -1.604877
H12 -0.089174 -1.927627 -3.095508
H13 -0.269602 0.402942 -3.643458
H14 -1.520320 0.523714 -2.394237
H15 2.219784 -0.912247 -2.265452
H16 3.362757 1.652650 1.420118
H17 5.651533 1.435116 2.381779
H18 6.494565 -1.662248 -0.445062
H19 -2.020116 0.278155 0.237999
H20 -3.974812 1.613405 0.865355
H21 -3.832395 4.083838 0.878527
H22 -1.729063 5.191076 0.256814
H23 1.401508 3.774879 0.181874
H24 0.485907 5.139398 -0.478644
H25 0.908243 3.761197 -1.505539

Forces on atoms 1 to 6 (eV/Å):
0.0 0.1 -0.4
-0.2 0.0 0.3
0.2 0.1 -0.1
0.3 -0.1 -0.1
-0.5 0.1 0.1
0.1 -0.2 0.2

The HOMO-LUMO gap is 9.0 eV. For the calculated total energy, the calculation gives -1292.54263 hartree.